This record from OMol25 describes a molecular structure, C46H41F2MgN2OP2. The level of theory is ωB97M-V/def2-TZVPD.

The geometry in XYZ format:
```
95
Properties=species:S:1:pos:R:3:lowdin_charge:R:1
Mg 1.003 -2.038 -0.174 0.684
C -2.438 1.900 -0.829 -0.271
N -1.382 2.693 -0.130 -0.193
C -0.058 2.528 -0.694 -0.332
P 0.892 1.081 0.021 1.048
C 1.565 1.811 1.581 -0.361
C 1.284 3.093 2.051 -0.072
C 1.704 3.496 3.316 -0.081
C 2.412 2.628 4.131 -0.102
C 2.686 1.340 3.683 -0.087
C 2.246 0.934 2.433 -0.115
C 2.318 1.302 -1.145 -0.381
C 3.321 2.258 -0.983 -0.089
C 4.326 2.395 -1.931 -0.087
C 4.334 1.591 -3.064 -0.098
C 3.330 0.650 -3.248 -0.083
C 2.332 0.508 -2.293 -0.109
C -1.737 3.948 0.385 -0.257
C -1.152 5.150 -0.029 -0.048
C -1.528 6.362 0.543 -0.110
C -2.501 6.407 1.530 -0.127
C -3.094 5.215 1.941 -0.096
C -2.719 4.006 1.383 -0.013
P -1.839 -0.137 -0.634 0.919
C -2.270 0.119 1.157 -0.346
C -3.569 0.428 1.563 -0.121
C -3.880 0.645 2.902 -0.107
C -2.887 0.595 3.871 -0.112
C -1.587 0.294 3.487 -0.084
C -1.295 0.036 2.154 -0.128
C -3.375 -0.644 -1.524 -0.339
C -4.334 -1.523 -1.019 -0.089
C -5.433 -1.910 -1.780 -0.099
C -5.602 -1.430 -3.071 -0.123
C -4.651 -0.562 -3.597 -0.108
C -3.555 -0.183 -2.835 -0.118
H -2.456 2.215 -1.889 0.051
H -3.408 2.162 -0.394 0.050
H 0.565 3.407 -0.539 0.064
H -0.107 2.332 -1.773 0.091
H 0.720 3.790 1.443 0.082
H 1.463 4.494 3.665 0.101
H 2.734 2.944 5.116 0.095
H 3.221 0.645 4.320 0.100
H 2.426 -0.084 2.104 0.081
H 3.331 2.876 -0.091 0.103
H 5.110 3.130 -1.785 0.098
H 5.123 1.696 -3.800 0.096
H 3.328 0.026 -4.134 0.101
H 1.545 -0.226 -2.438 0.088
H -0.413 5.147 -0.821 0.100
H -1.065 7.280 0.197 0.093
H -2.792 7.351 1.975 0.087
H -3.847 5.228 2.721 0.096
H -3.161 3.076 1.726 0.097
H -4.352 0.514 0.819 0.100
H -4.903 0.869 3.185 0.094
H -3.123 0.792 4.910 0.089
H -0.793 0.259 4.226 0.096
H -0.285 -0.251 1.888 0.044
H -4.218 -1.924 -0.020 0.083
H -6.157 -2.602 -1.362 0.092
H -6.458 -1.732 -3.661 0.086
H -4.762 -0.183 -4.608 0.090
H -2.809 0.474 -3.265 0.089
F 6.355 -0.375 0.143 0.056
C 5.475 -1.385 0.008 -0.280
C 4.128 -1.147 0.163 -0.079
C 3.187 -2.175 0.042 -0.092
C 3.675 -3.472 -0.264 -0.147
C 5.048 -3.650 -0.418 -0.221
F 5.578 -4.864 -0.727 0.031
C 5.970 -2.636 -0.287 0.048
C 2.689 -4.576 -0.440 -0.197
C 3.015 -5.905 -0.721 -0.006
C 2.011 -6.839 -0.911 -0.065
C 0.689 -6.446 -0.827 -0.053
C 0.436 -5.120 -0.530 -0.097
N 1.398 -4.218 -0.330 0.054
H 3.827 -0.134 0.396 0.074
H 7.026 -2.821 -0.415 0.125
H 4.044 -6.211 -0.797 0.098
H 2.269 -7.867 -1.132 0.104
H -0.126 -7.138 -0.985 0.103
H -0.574 -4.743 -0.462 0.089
C -0.825 -2.556 -2.585 -0.191
O -1.523 -2.887 -1.433 -0.325
C -1.203 -2.056 -0.219 -0.522
C -1.878 -2.840 0.926 -0.163
H -0.979 -1.523 -2.912 0.056
H -1.138 -3.232 -3.383 0.088
H 0.282 -2.686 -2.453 0.060
H -2.024 -3.886 0.631 0.052
H -2.870 -2.466 1.209 0.040
H -1.287 -2.835 1.848 0.056
```

Output
total charge	-1
2S+1	1
HOMO-LUMO gap	4.425	eV